No. 1
The following is a quantum chemistry calculation of a cluster of 2 separate species, C30H31FN2O5S2 in total at a distorted geometry, from the OMol25 dataset.

Atoms and positions in Å:
C -5.32262 0.66401 -0.38049
H -3.75774 2.11682 -0.01241
C -4.71130 -1.40291 2.83175
F -1.66441 1.99064 -4.41764
H 3.83553 -4.10403 1.70243
H -4.33641 -2.37904 0.93610
C 6.31572 0.15729 1.68787
H 0.78763 -3.12428 0.86548
H -5.13118 1.84287 -4.08166
H 2.76777 -0.82998 -5.89442
C 0.24589 0.37894 -3.22999
C 1.49534 0.99709 -3.32016
H 4.50048 0.76803 -0.28286
C -5.17310 1.48078 -3.05449
H -5.38575 0.37239 0.66884
H 1.54627 -4.17375 2.06619
H 6.84498 1.11847 1.66721
C -0.74654 0.14117 2.45032
H 3.30560 1.57160 0.78743
H -1.11310 -1.09023 -4.03072
C 2.72243 -1.04349 1.81663
C 4.63014 1.15356 3.15322
C 0.79660 -1.08434 -5.06311
H 6.70310 -0.40298 2.54816
C 1.28433 -3.13283 1.84533
H -0.47266 0.94564 3.14139
C 3.74231 -3.03477 1.74617
O 1.84525 1.02655 2.60119
H 5.25118 2.05849 3.16063
C -6.12864 0.05948 -1.34676
O -2.72577 3.96483 -1.37905
H -2.50020 0.63791 4.44075
H -6.68587 -0.00358 -3.44158
C -2.66083 -1.18160 1.55085
H 3.37830 1.04445 -4.35976
H 6.55586 -0.36558 0.75479
H 0.06586 -1.03984 0.82214
C 1.62689 -0.07340 2.03280
H 0.60258 -2.76749 2.62140
C 2.05438 -0.48303 -5.14871
C -3.93915 -1.71917 1.70896
C 0.23687 -0.39969 1.68738
N 2.52804 -2.38872 1.82062
H -6.80839 -0.74064 -1.05677
O -1.94258 -0.02148 -1.88757
H -4.80582 -0.28062 4.68022
C -0.11995 -0.64840 -4.10389
C 4.83139 0.43864 1.82988
C -4.32684 2.03650 -2.09175
O -3.60458 3.94303 -3.74170
H 0.51069 -1.89076 -5.73977
H 5.76907 -2.21984 1.75958
O -0.26913 1.60573 -0.96342
C 4.35491 1.29450 0.66813
H 4.95644 2.21183 0.64874
H -5.71436 -1.81597 2.94119
C -6.05705 0.46485 -2.68195
H 4.93437 0.50603 3.98283
C -4.19659 -0.54255 3.81328
C -2.11059 -0.34746 2.54998
S -3.08416 3.25053 -2.58416
S -0.96972 1.04366 -2.09849
C -1.64991 2.31298 -3.11690
C 4.70023 -2.08683 1.77652
N 4.07711 -0.85526 1.82916
C 2.40350 0.56049 -4.28754
H 3.58781 1.44532 3.28162
C -2.91418 -0.02491 3.67697
H -2.08972 -1.36875 0.63977
C -4.40354 1.64426 -0.75322
H 1.72751 1.81880 -2.64296

Force components x, y, z for each atom (eV/Å):
0.18 0.14 -0.17
-0.13 -0.10 -0.26
0.39 0.15 0.09
-0.44 -0.93 -1.68
-0.13 -0.03 0.03
0.06 0.27 0.20
0.45 -0.15 -0.17
0.16 0.15 0.35
0.05 -0.10 0.26
-0.15 0.10 0.11
0.13 0.07 -0.36
-0.12 -0.23 -0.12
-0.08 0.13 0.11
0.09 -0.14 0.20
-0.06 0.04 -0.33
-0.08 0.28 0.02
-0.22 -0.25 0.01
0.43 -0.13 0.18
0.16 0.03 -0.14
0.24 0.16 0.02
1.32 -1.32 0.47
-0.10 0.26 0.49
-0.05 0.10 0.24
-0.02 0.07 -0.20
-0.71 -0.78 -0.05
0.11 -0.49 -0.02
-0.46 0.35 0.28
0.09 -2.62 -1.16
-0.07 -0.27 0.02
0.08 -0.02 -0.05
-0.25 -0.19 -0.19
-0.16 -0.18 -0.20
0.12 0.14 0.27
-0.08 0.12 0.41
-0.24 -0.17 -0.06
0.01 0.04 0.15
-0.21 -0.12 0.52
-1.43 3.88 1.09
0.24 0.00 -0.30
-0.05 0.00 0.06
0.18 0.07 0.00
0.40 -0.12 -0.28
0.60 0.35 -0.53
0.05 0.19 -0.07
0.51 -0.66 0.74
0.22 -0.07 -0.26
0.28 0.09 0.09
0.20 0.62 0.09
-0.28 0.32 0.07
0.13 -0.19 0.28
0.17 0.24 0.13
-0.19 0.18 -0.04
-0.06 -0.43 0.41
-0.05 0.07 -0.28
-0.20 -0.19 -0.01
0.27 0.11 -0.04
0.17 0.15 0.08
0.03 0.13 -0.04
-0.08 -0.21 -0.25
-1.21 -0.17 -0.36
1.45 -1.44 -0.18
-1.24 1.14 -1.62
0.01 1.79 2.49
-0.16 0.45 -0.08
-0.55 -0.39 -0.18
-0.18 -0.07 0.22
0.43 -0.05 0.09
0.56 0.02 -0.47
-0.26 0.01 0.18
-0.19 -0.04 -0.14
-0.07 -0.17 -0.19

Properties
Energy in Eh: -2543.54399
E_HOMO in Eh: -0.2047
Net charge: 0

No. 2
The following is a quantum chemistry calculation of a cluster of 2 separate species, C30H31N2O2 in total at a distorted geometry, from the OMol25 dataset.

Atoms and positions in Å:
O -2.83566 3.59429 3.49132
H -1.34975 -3.01010 -0.94802
C 1.47272 -2.44889 -5.06972
C -3.78351 2.90573 4.33258
N -0.52838 -1.26238 -1.67956
H 0.88370 -4.49337 -4.68234
H -4.93837 3.01935 -1.66250
H 2.34537 1.98709 0.83214
H 1.27310 -3.19125 2.51740
C 1.43651 -1.11472 -4.66070
H -2.36506 0.09611 -3.54087
H 2.29849 -5.18650 1.98127
C 0.97670 1.64153 -3.28520
H 2.84849 -4.74301 3.63626
C -0.72766 3.84057 2.47832
H -3.27629 3.27580 0.20176
C 0.37103 3.24463 1.91720
H 1.98437 -2.70770 -5.99517
C 3.28866 -2.62807 1.89787
O 3.90208 -3.82843 2.06410
C -0.34480 0.17624 -1.68781
C 1.38198 -1.13020 1.89837
H 4.27583 0.53947 1.12389
C 0.81148 -0.84544 -3.43972
C 3.16691 -4.94355 2.60558
H -1.15046 1.93437 0.15921
C -1.17499 1.80287 3.76696
C 1.90997 -2.38969 2.13214
C 3.60778 -0.30145 1.32658
C -1.65022 0.96542 -1.68650
H 0.32116 -0.94587 2.07836
C -1.90096 1.84891 -0.63130
C -3.08562 2.58462 -0.62442
C -2.57046 0.79874 -2.72591
H -0.68006 -1.93394 0.31333
H -4.47790 1.41543 -3.51650
C 0.19354 -1.86482 -2.68526
C -3.75591 1.53978 -2.71005
H -0.38673 -3.93373 -2.55966
H -1.79918 1.24107 4.46739
C -1.59303 3.07787 3.30637
N 0.44595 0.36202 -2.89083
C 0.00491 1.25874 3.28208
C 1.74672 1.29883 1.43413
C 0.84643 -3.46766 -4.31973
H -4.59427 3.62224 4.45946
H -1.00708 4.86261 2.24015
H 3.88384 -5.76326 2.58821
C 4.12129 -1.56445 1.45879
H -3.35021 2.65437 5.30902
C -1.23151 -1.96343 -0.63724
H -2.22209 -1.52992 -0.48197
H 0.17730 2.37601 -3.40892
H 1.49229 1.51806 -4.24672
C -4.01182 2.43858 -1.66187
H 0.25529 0.49526 -0.78486
H 1.01802 3.80733 1.24028
H 0.39800 0.34964 3.73912
H -4.15843 2.00025 3.83839
C 2.22204 -0.03674 1.54418
C 0.71596 1.88710 2.20873
H 1.84826 -0.28871 -5.24270
H 1.68822 2.02709 -2.54138
C 0.16709 -3.18856 -3.13233
H 5.16892 -1.78216 1.26885

Force components x, y, z for each atom (eV/Å):
1.57 -0.49 0.31
-0.04 0.36 0.23
-0.20 -0.72 0.23
0.04 -0.01 -0.02
-0.35 0.13 0.36
-0.01 0.25 0.03
0.35 -0.21 0.04
-0.19 -0.15 0.03
0.20 0.32 -0.35
-0.21 0.15 0.94
-0.01 0.26 0.33
0.21 0.05 0.08
-0.04 -0.27 0.00
0.10 0.02 -0.22
-0.16 -0.07 0.00
-0.04 -0.17 -0.31
-0.02 0.04 0.19
-0.15 0.02 0.20
0.15 -0.48 0.03
-0.75 1.17 -0.07
0.42 -0.11 0.05
0.46 0.11 0.68
-0.21 -0.32 -0.19
-0.19 -0.73 -0.73
0.02 0.16 -0.11
-0.33 0.07 -0.19
0.13 0.05 -0.04
0.13 -0.12 0.00
-0.21 0.12 -0.22
0.22 0.02 0.27
0.33 -0.19 -0.31
-0.20 -0.33 -0.61
-0.08 0.12 0.11
-0.21 0.25 0.20
-0.11 -0.11 -0.06
0.15 0.07 0.22
0.01 -0.41 -0.99
0.23 0.04 0.24
0.28 0.02 -0.35
0.42 0.27 -0.14
-1.09 -0.15 -0.66
-0.19 0.49 0.13
-0.34 0.09 -0.16
0.17 -0.05 1.42
0.45 0.31 -0.56
0.08 -0.19 0.04
0.02 -0.18 0.01
-0.20 0.06 0.05
-0.14 -0.35 0.23
-0.07 0.13 -0.24
0.15 0.03 -0.26
-0.01 -0.03 0.01
0.02 -0.01 -0.01
-0.15 0.18 0.37
0.15 -0.18 -0.07
-0.23 0.07 -0.11
-0.34 -0.16 0.06
-0.25 0.18 -0.29
0.16 0.21 0.06
-0.14 -0.35 -0.23
0.13 0.22 -0.11
-0.03 -0.46 0.00
0.05 0.03 -0.07
0.22 0.84 0.44
-0.17 0.09 0.13

Properties
Energy in Eh: -1421.47437
E_HOMO in Eh: -0.3181
Net charge: +1